Entry 1:
The molecule C7H9N in a non-equilibrium geometry, computed with wB97M-V/def2-TZVPD.

Its energy above the lowest of the compared OMol25 structures with the same formula, charge and spin is 227.0 kcal per mole. As for the HOMO-LUMO gap: 5.774 eV. As for the LUMO energy: -1.17 eV. Its HOMO energy is -0.25528 hartree. The total energy is -8885.315 eV.

Each line ends with the Mulliken charge.
CARTESIAN COORDINATES (ANGSTROEM)
C 0.708 0.433 -1.378  -0.273
C 2.204 0.140 -1.456  -0.558
N 2.151 -0.493 -0.086  -0.386
C 0.841 -0.057 0.221  0.460
C -0.368 -0.399 -0.553  0.610
C -1.534 0.210 -0.248  -0.340
C -2.920 -0.133 -0.234  -0.900
C 0.530 -0.023 1.820  -1.094
H 0.250 1.390 -1.415  0.313
H 2.534 -0.424 -2.291  0.256
H 2.176 -1.418 -0.187  0.223
H -1.306 1.298 -0.047  0.151
H -3.715 0.714 -0.150  0.210
H -3.168 -1.151 -0.354  0.302
H 1.573 0.004 2.228  0.380
H 0.035 0.878 2.061  0.341
H 0.007 -0.969 2.069  0.307

=====

Entry 2:
The molecule C7H9N, computed with wB97M-V/def2-TZVPD.

Its energy above the lowest of the compared OMol25 structures with the same formula, charge and spin is 6.9 kcal per mole. As for the HOMO-LUMO gap: 8.962 eV. The SMILES is CNc1ccccc1. As for the LUMO energy: 1.06 eV. Its HOMO energy is -0.29052 hartree. The total energy is -8894.857 eV.

Each line ends with the Mulliken charge.
CARTESIAN COORDINATES (ANGSTROEM)
C 2.845 0.268 -0.418  -0.890
N 1.716 -0.657 -0.482  -0.311
C 0.433 -0.281 -0.100  0.730
C -0.150 0.905 -0.556  -0.224
C -1.476 1.183 -0.294  -0.600
C -2.267 0.280 0.407  -0.425
C -1.702 -0.890 0.886  -0.576
C -0.350 -1.131 0.681  -0.415
H 3.706 -0.243 -0.838  0.326
H 2.675 1.183 -0.982  0.270
H 3.083 0.544 0.618  0.301
H 1.980 -1.559 -0.119  0.240
H 0.449 1.570 -1.165  0.256
H -1.947 2.087 -0.663  0.340
H -3.318 0.486 0.569  0.359
H -2.270 -1.627 1.438  0.346
H 0.131 -1.933 1.229  0.274

=====

Entry 3:
The molecule C7H9N in a non-equilibrium geometry, computed with wB97M-V/def2-TZVPD.

Its energy above the lowest of the compared OMol25 structures with the same formula, charge and spin is 72.7 kcal per mole. As for the HOMO-LUMO gap: 9.137 eV. The SMILES is CNc1ccccc1. As for the LUMO energy: 1.03 eV. Its HOMO energy is -0.29806 hartree. The total energy is -8892.002 eV.

Each line ends with the Mulliken charge.
CARTESIAN COORDINATES (ANGSTROEM)
C 2.415 0.852 -0.614  -0.734
N 1.796 -0.194 0.067  -0.361
C 0.335 -0.278 0.128  0.966
C -0.350 -0.263 -1.081  -0.607
C -1.763 -0.357 -0.978  -0.253
C -2.437 -0.358 0.190  -0.521
C -1.628 -0.343 1.320  -0.034
C -0.275 -0.257 1.334  -0.642
H 2.049 0.661 -1.480  0.245
H 1.908 1.849 -0.114  0.240
H 3.667 0.779 -0.542  0.275
H 2.206 -0.477 0.890  0.220
H 0.152 -0.328 -2.026  0.329
H -2.314 -0.308 -1.913  0.312
H -3.655 -0.295 0.172  0.206
H -2.397 -0.217 2.380  0.106
H 0.291 -0.466 2.265  0.253

=====

Entry 4:
A cluster of 2 separate species, C7H9N in total in a non-equilibrium geometry, computed with wB97M-V/def2-TZVPD.

Its energy above the lowest of the compared OMol25 structures with the same formula, charge and spin is 69.3 kcal per mole. As for the HOMO-LUMO gap: 10.683 eV. The SMILES is c1ccncc1.C=C. As for the LUMO energy: 0.78 eV. Its HOMO energy is -0.36380 hartree. The total energy is -8892.151 eV.

Each line ends with the Mulliken charge.
CARTESIAN COORDINATES (ANGSTROEM)
C 1.846 2.022 0.098  -0.197
C 1.482 1.758 -1.216  -0.554
C 1.990 0.559 -1.716  -0.039
N 2.638 -0.411 -1.002  -0.538
C 2.721 -0.074 0.325  0.051
C 2.317 1.005 0.978  -0.442
H 1.748 2.988 0.435  0.422
H 1.127 2.511 -1.830  0.412
H 1.673 0.234 -2.800  0.272
H 3.350 -0.861 0.897  0.279
H 2.575 1.096 2.036  0.332
C -3.716 -1.945 1.285  -0.485
C -3.991 -1.592 0.012  -0.420
H -3.069 -2.705 1.260  0.287
H -4.381 -1.655 2.261  0.203
H -3.512 -2.125 -0.821  0.217
H -4.799 -0.804 -0.202  0.199

=====

Entry 5:
A structure of composition C7H9N in a non-equilibrium geometry, computed with wB97M-V/def2-TZVPD.

Its energy above the lowest of the compared OMol25 structures with the same formula, charge and spin is 362.5 kcal per mole. As for the HOMO-LUMO gap: 6.106 eV. As for the LUMO energy: -1.47 eV. Its HOMO energy is -0.27833 hartree. The total energy is -8879.435 eV.

Each line ends with the Mulliken charge.
CARTESIAN COORDINATES (ANGSTROEM)
C -1.680 -0.697 0.633  -0.517
C -0.198 -0.814 1.258  -0.604
C 1.514 0.068 0.531  -0.431
C 1.598 1.026 -0.661  -0.559
C -1.409 0.016 -0.850  -0.267
C -0.358 0.659 -0.394  0.048
C 0.460 -0.597 0.056  0.074
H -2.278 -0.129 1.330  0.356
H -2.156 -1.667 0.456  0.342
H 0.029 -1.663 1.912  0.336
H 2.534 -0.414 0.724  0.290
H 2.274 0.598 -1.478  0.314
H 1.800 2.037 -0.286  0.357
H -2.235 0.593 -1.314  0.334
H -0.480 1.418 0.345  0.279
H 0.430 -1.418 -0.730  0.415
N 0.156 0.983 -1.534  -0.764

=====

Entry 6:
The molecule C7H9N in a non-equilibrium geometry, computed with wB97M-V/def2-TZVPD.

Its energy above the lowest of the compared OMol25 structures with the same formula, charge and spin is 230.1 kcal per mole. As for the HOMO-LUMO gap: 9.001 eV. The SMILES is C1[C@@H]2[C@H]1[C@H]1[C@H]3N[C@H]3[C@H]21. As for the LUMO energy: 1.02 eV. Its HOMO energy is -0.29347 hartree. The total energy is -8885.179 eV.

Each line ends with the Mulliken charge.
CARTESIAN COORDINATES (ANGSTROEM)
C 1.081 -2.224 -0.117  -0.663
C 0.181 -1.429 0.970  -0.500
C -0.239 -1.704 -0.444  -0.021
C -0.169 -0.024 -0.718  0.251
C -0.397 1.480 -1.032  -0.550
N -0.804 2.261 0.077  -0.471
C 0.420 1.692 0.344  -0.377
C -0.104 0.036 0.711  -0.008
H 2.001 -1.722 -0.305  0.269
H 1.219 -3.211 0.320  0.283
H -0.334 -1.874 1.732  0.322
H -1.020 -2.578 -0.150  0.221
H 0.869 0.051 -1.332  0.109
H -0.178 2.017 -1.862  0.411
H -1.637 1.943 0.761  0.289
H 1.188 2.360 0.621  0.405
H -1.116 0.228 1.389  0.027

=====

Entry 7:
A cluster of 2 separate species, C7H9N2O3 in total in a non-equilibrium geometry, computed with wB97M-V/def2-TZVPD.

Its energy above the lowest of the compared OMol25 structures with the same formula, charge and spin is 157.6 kcal per mole. As for the HOMO-LUMO gap (spin up / spin down): 7.169 / 7.169 eV. As for the LUMO energy (spin up / spin down): 3.67 / 3.67 eV. Its HOMO energy (spin up / spin down) is -0.12858 / -0.12860 hartree. The total energy is -16521.343 eV. The total charge is -1.

Each line ends with the Mulliken charge.
CARTESIAN COORDINATES (ANGSTROEM)
C -1.666 2.523 -1.007  -0.039
C -0.869 1.467 -1.550  -0.907
C -1.280 2.683 0.253  -0.507
C -0.049 1.069 -0.473  0.516
C -0.419 -2.572 0.291  -1.086
C 0.907 -0.038 -0.471  -0.116
C -0.003 -1.326 0.919  0.313
N 2.077 0.242 0.129  -0.533
N 1.062 -1.451 1.746  -0.821
O 1.570 -0.119 1.956  -0.402
O 2.779 -0.963 -0.005  -0.477
O -0.337 1.848 0.615  -0.221
H -2.573 3.063 -1.532  0.231
H -0.936 1.339 -2.630  0.358
H -1.462 3.551 0.895  0.345
H -0.897 -2.366 -0.759  0.212
H 0.560 -3.053 0.066  0.324
H -1.050 -3.201 0.893  0.311
H 0.822 -0.751 -1.252  0.582
H -0.766 -0.562 1.093  0.462
H 2.529 -1.384 0.823  0.454

=====

Entry 8:
The molecule C7H9N3 in a non-equilibrium geometry, computed with wB97M-V/def2-TZVPD.

Its energy above the lowest of the compared OMol25 structures with the same formula, charge and spin is 60.8 kcal per mole. As for the HOMO-LUMO gap: 10.094 eV. The SMILES is c1nnc2n1C1(CC2)CC1. As for the LUMO energy: 0.75 eV. Its HOMO energy is -0.34347 hartree. The total energy is -11872.853 eV.

Each line ends with the Mulliken charge.
CARTESIAN COORDINATES (ANGSTROEM)
C -1.919 1.393 0.092  0.089
N -3.102 0.812 0.078  -0.552
N -2.890 -0.557 -0.042  -0.495
C -1.611 -0.737 0.021  0.365
N -0.924 0.432 0.126  0.072
C 0.624 0.216 0.099  0.903
C 0.753 -1.274 0.024  -0.794
C -0.726 -1.865 -0.090  -0.521
C 1.608 1.082 0.789  -0.819
C 1.570 1.075 -0.714  -0.887
H -1.710 2.524 0.158  0.336
H 1.407 -1.552 0.827  0.472
H 1.184 -1.546 -0.876  0.290
H -0.877 -2.705 0.630  0.249
H -0.687 -2.442 -1.033  0.252
H 2.403 0.412 1.167  0.242
H 1.442 2.097 1.276  0.264
H 1.154 1.942 -1.120  0.287
H 2.303 0.692 -1.413  0.245

=====

Entry 9:
The molecule C7H9N3O4S in a non-equilibrium geometry, computed with wB97M-V/def2-TZVPD.

Its energy above the lowest of the compared OMol25 structures with the same formula, charge and spin is 27.7 kcal per mole. As for the HOMO-LUMO gap: 8.070 eV. As for the LUMO energy: -0.90 eV. Its HOMO energy is -0.32976 hartree. The total energy is -30895.871 eV.

Each line ends with the Mulliken charge.
CARTESIAN COORDINATES (ANGSTROEM)
C 1.111 1.261 0.674  -0.915
C 1.481 2.100 -0.349  -0.529
C -1.728 0.891 1.125  0.218
C -1.799 -1.118 -0.187  -0.707
C -2.620 0.009 -0.732  -0.462
C -0.867 -0.348 0.800  -0.136
C 0.395 0.072 0.273  0.427
N 0.885 1.704 -1.539  -0.256
N 0.412 0.614 -1.697  -0.130
N 2.898 -1.024 -0.556  -0.508
O -1.592 1.617 2.075  -0.601
O 1.922 -1.561 1.691  -0.644
O 0.846 -2.424 -0.307  -0.652
O -2.695 1.020 0.256  -0.349
S 1.561 -1.378 0.335  1.297
H 1.273 1.537 1.695  0.440
H 1.839 3.038 -0.298  0.649
H -2.190 -1.985 0.407  0.343
H -1.177 -1.589 -0.903  0.404
H -2.129 0.493 -1.588  0.304
H -3.563 -0.449 -0.980  0.393
H -0.468 -0.938 1.504  0.897
H 3.435 -0.206 -0.252  0.262
H 2.769 -1.337 -1.448  0.255

=====

Entry 10:
The ion C7H9N3P with charge +1 in a non-equilibrium geometry, computed with wB97M-V/def2-TZVPD.

Its energy above the lowest of the compared OMol25 structures with the same formula, charge and spin is 0.0 kcal per mole. As for the HOMO-LUMO gap: 9.177 eV. The SMILES is [NH2+]=C1NPc2ccccc2N1. As for the LUMO energy: -3.40 eV. Its HOMO energy is -0.46237 hartree. The total energy is -21157.469 eV. The total charge is +1.

Each line ends with the Mulliken charge.
CARTESIAN COORDINATES (ANGSTROEM)
N 3.297 0.289 0.704  -0.341
C 1.971 0.424 0.524  0.575
N 1.410 1.657 0.429  -0.274
P 0.099 2.244 -0.640  -0.043
C -0.900 0.678 -0.449  0.804
C -2.247 0.689 -0.735  -0.873
C -2.920 -0.479 -0.500  -0.277
C -2.383 -1.637 0.081  -0.829
C -1.052 -1.618 0.417  -0.087
C -0.267 -0.568 0.126  0.055
N 1.159 -0.648 0.247  -0.162
H 3.875 0.929 1.077  0.216
H 3.593 -0.617 0.863  0.202
H 2.093 2.290 0.722  0.206
H 0.871 1.802 -1.831  0.081
H -2.809 1.443 -1.191  0.433
H -3.929 -0.358 -0.831  0.345
H -2.946 -2.542 0.315  0.392
H -0.567 -2.568 0.890  0.297
H 1.654 -1.409 -0.219  0.281

=====

Entry 11:
A cluster of 2 separate species, C7H9N3S in total in a non-equilibrium geometry, computed with wB97M-V/def2-TZVPD.

Its energy above the lowest of the compared OMol25 structures with the same formula, charge and spin is 146.4 kcal per mole. As for the HOMO-LUMO gap (spin up / spin down): 6.844 / 8.666 eV. As for the LUMO energy (spin up / spin down): -1.75 / -1.11 eV. Its HOMO energy (spin up / spin down) is -0.31600 / -0.35917 hartree. The total energy is -22704.771 eV.

Each line ends with the Mulliken charge.
CARTESIAN COORDINATES (ANGSTROEM)
C 0.424 1.911 -0.699  0.389
C 2.531 -0.600 2.666  -0.087
C 0.981 -0.472 0.972  0.231
C -1.998 -0.719 0.147  -0.967
C -0.054 0.016 -2.205  -1.032
C -1.664 0.657 -0.379  -0.821
C -0.349 0.883 -1.025  0.514
N 1.118 2.835 -0.651  -0.523
N 2.777 -1.464 1.735  -0.590
N 1.927 -1.296 0.742  -0.110
S 1.186 0.410 2.433  -0.095
H 3.090 -0.621 3.648  0.369
H -2.311 -1.332 -0.670  0.395
H -2.783 -0.615 0.869  0.327
H -1.045 -1.279 0.537  0.290
H 0.272 0.555 -3.228  0.307
H -0.796 -0.770 -2.304  0.322
H 0.893 -0.544 -1.834  0.258
H -1.784 1.494 0.375  0.391
H -2.417 0.949 -1.128  0.434

=====

Entry 12:
The ion C7H9N4O3 with charge +1 in a non-equilibrium geometry, computed with wB97M-V/def2-TZVPD.

Its energy above the lowest of the compared OMol25 structures with the same formula, charge and spin is 177.5 kcal per mole. As for the HOMO-LUMO gap: 9.386 eV. The SMILES is C=C/C(=C(\[NH3+])c1nonc1C)[N+](=O)[O-]. As for the LUMO energy: -4.54 eV. Its HOMO energy is -0.51176 hartree. The total energy is -19491.988 eV. The total charge is +1.

Each line ends with the Mulliken charge.
CARTESIAN COORDINATES (ANGSTROEM)
C 1.787 -3.037 0.584  -0.855
C 1.750 -1.736 0.881  -0.604
C 0.717 -0.901 0.345  0.623
C 0.744 0.419 0.379  0.067
N 1.785 1.186 1.076  -0.110
C -0.382 1.585 -0.264  0.425
N -0.218 2.791 0.271  -0.410
O -1.272 3.559 -0.128  -0.026
N -2.131 2.847 -0.742  -0.366
C -1.670 1.618 -0.963  0.586
C -2.509 0.578 -1.544  -1.087
N -0.405 -1.656 -0.281  0.834
O -1.385 -1.765 0.382  -0.484
O -0.196 -2.093 -1.369  -0.479
H 2.466 -3.658 1.190  0.274
H 1.199 -3.483 -0.140  0.377
H 2.363 -1.299 1.583  0.220
H 2.382 1.653 0.325  0.412
H 2.044 0.571 1.748  0.275
H 1.321 1.981 1.512  0.452
H -3.093 -0.082 -0.761  0.232
H -3.458 1.002 -1.888  0.377
H -1.842 -0.081 -2.195  0.267

=====

The lowest total energy belongs to which entry?
C7H9N3O4S